## a
The following is a DFT calculation (ωB97M-V with the def2-TZVPD basis set) of 2 unconnected molecules or ions with the total composition C4H12NO3.

```
20
Properties=species:S:1:pos:R:3
O 0.984 -1.599 -0.845
C 0.809 -1.693 0.463
C 0.023 -0.445 1.043
N -0.219 0.449 -0.115
C 0.299 1.862 0.244
C -1.303 -0.936 1.483
O 1.105 -2.710 1.077
H 1.193 -2.510 -1.396
H 0.594 0.113 1.900
H -1.299 0.547 -0.213
H 0.190 -0.024 -0.992
H -0.158 2.549 -0.367
H 1.327 1.949 0.090
H 0.196 1.977 1.493
H -1.823 -0.091 2.077
H -2.047 -1.237 0.650
H -1.331 -1.829 2.087
H 0.710 1.898 -3.163
H 0.337 0.468 -3.008
O 0.412 1.262 -2.509
```

Output
HOMO (eV): -14.67
Multiplicity: 1
Charge: +1

***

## b
The following is a DFT calculation (ωB97M-V with the def2-TZVPD basis set) of 2 unconnected molecules or ions with the total composition C4H12NO3.

```
20
Properties=species:S:1:pos:R:3
O -0.492 0.816 2.238
C -1.152 0.099 1.448
C -0.629 0.323 -0.082
C 0.211 -0.858 -0.539
C -0.786 -1.960 -0.924
O -1.825 -1.387 -1.648
N 0.033 1.629 0.051
H -1.967 -0.605 1.643
H -1.470 0.422 -0.808
H 0.854 -1.306 0.240
H 1.029 -0.641 -1.388
H -1.249 -2.459 -0.105
H -0.263 -2.828 -1.418
H -1.882 -1.748 -2.510
H 0.166 2.076 -0.867
H -0.260 2.392 0.662
H 1.067 1.291 0.500
H 2.729 1.084 1.734
H 3.351 1.774 0.590
O 2.537 1.887 1.183
```

Output
HOMO (eV): -14.31
Multiplicity: 1
Charge: +1

***

## c
The following is a DFT calculation (ωB97M-V with the def2-TZVPD basis set) of 2 unconnected molecules or ions with the total composition C4H12NO3.

```
20
Properties=species:S:1:pos:R:3
C 0.699 -1.589 -1.100
O -0.474 -1.972 -0.404
C 0.867 -0.052 -0.473
C -0.257 0.836 -1.059
C 0.124 2.310 -0.605
O 0.509 2.383 0.568
N 0.627 -0.303 0.987
H 0.465 -1.504 -2.275
H 1.549 -2.234 -0.920
H -1.207 -2.088 -0.958
H 1.965 0.254 -0.800
H -1.321 0.331 -0.815
H -0.053 0.864 -2.148
H 0.048 3.055 -1.361
H 1.159 0.463 1.570
H -0.507 -0.324 1.252
H 1.181 -1.127 1.105
H -1.374 0.996 2.602
H -2.213 -0.476 2.704
O -1.787 0.177 2.131
```

Output
HOMO (eV): -14.01
Multiplicity: 1
Charge: +1

***

Stability order, top to bottom: a, b, c

***

## a
The following is a DFT calculation (ωB97M-V with the def2-TZVPD basis set) of 2 unconnected molecules or ions with the total composition C4H12NO3.

```
20
Properties=species:S:1:pos:R:3
O 0.050 -0.076 2.552
C -1.103 -0.314 1.905
C -0.625 -0.940 0.658
N 0.579 -0.371 0.093
C 0.662 -0.935 -1.361
C -0.098 0.032 -2.188
O -2.151 0.200 2.038
H 0.051 0.144 3.430
H -1.391 -1.200 -0.072
H -0.751 -2.015 0.785
H 1.375 -0.611 0.485
H 0.645 0.701 -0.062
H 1.799 -1.002 -1.515
H 0.192 -2.024 -1.384
H 0.115 0.002 -3.240
H -1.173 -0.111 -1.948
H 0.198 1.047 -1.833
H 1.298 2.713 0.759
H -0.250 2.501 0.622
O 0.579 2.259 0.275
```

Output
HOMO (eV): -14.87
Multiplicity: 1
Charge: +1

***

## b
The following is a DFT calculation (ωB97M-V with the def2-TZVPD basis set) of a gas-phase ion, C4H12NO3 (charge +1).

```
20
Properties=species:S:1:pos:R:3
C -0.890 1.855 -0.161
N 0.220 1.286 0.615
C 0.628 -0.214 0.167
O 1.575 -0.497 1.266
O -0.452 -0.988 0.164
C -1.024 -1.414 1.413
O 1.241 -0.101 -1.008
C 0.669 -0.752 -2.164
H -1.775 1.229 -0.055
H -1.121 2.860 0.188
H -0.611 1.901 -1.213
H 1.074 1.843 0.503
H 0.010 1.247 1.619
H 2.351 -0.951 0.914
H -1.621 -2.289 1.167
H -1.669 -0.635 1.824
H -0.244 -1.679 2.125
H 1.118 -0.245 -3.016
H -0.415 -0.647 -2.178
H 0.937 -1.809 -2.171
```

Output
HOMO (eV): -15.45
Multiplicity: 1
SMILES: C[NH2+]C(O)(OC)OC
Charge: +1

***

Stability order, top to bottom: b, a

***

## a
The following is a DFT calculation (ωB97M-V with the def2-TZVPD basis set) of 2 unconnected molecules or ions with the total composition C3H10N2O.

```
16
Properties=species:S:1:pos:R:3
C 1.851 0.113 -0.751
C 2.543 1.155 -0.181
N 3.532 1.869 -0.742
H 1.820 -0.846 -0.224
H 1.559 -0.102 -1.877
H 2.778 1.001 0.846
H 3.732 1.888 -1.735
H 4.051 2.446 -0.094
N -2.459 0.113 0.439
C -2.671 -1.307 0.398
O -4.009 -1.894 0.787
H -2.563 0.499 -0.448
H -1.835 0.438 1.139
H -2.076 -1.795 1.173
H -2.349 -1.794 -0.498
H -3.902 -1.785 1.767
```

Output
HOMO (eV): -7.88
Multiplicity: 1
SMILES: C=CN.NCO

***

## b
The following is a DFT calculation (ωB97M-V with the def2-TZVPD basis set) of 2 unconnected molecules or ions with the total composition C3H10N2O.

```
16
Properties=species:S:1:pos:R:3
C 2.346 0.696 -0.779
C 2.460 1.812 0.012
O 2.657 3.092 -0.669
H 2.179 -0.343 -0.289
H 2.209 0.604 -1.878
H 2.311 1.753 1.196
H 3.070 2.791 -1.482
N -1.681 -1.434 -0.841
C -1.965 -1.680 0.571
N -2.388 -0.524 1.344
H -0.944 -0.734 -1.027
H -2.457 -0.925 -1.207
H -1.047 -2.117 0.924
H -2.731 -2.421 0.692
H -1.690 0.209 1.136
H -2.328 -0.778 2.297
```

Output
HOMO (eV): -9.54
Multiplicity: 1
SMILES: C=CO.NCN

***

## c
The following is a DFT calculation (ωB97M-V with the def2-TZVPD basis set) of a single C3H10N2O molecule.

```
16
Properties=species:S:1:pos:R:3
N -0.575 2.291 1.566
C -0.968 1.009 0.995
N 0.146 0.303 0.409
C -0.058 -0.602 -0.701
C 1.147 -1.348 -1.215
O 0.995 -2.723 -1.476
H -1.037 2.442 2.441
H 0.372 2.550 1.348
H -1.434 0.413 1.792
H -1.745 1.155 0.231
H 0.944 0.915 0.260
H -0.857 -1.276 -0.349
H -0.575 -0.101 -1.541
H 1.477 -0.862 -2.141
H 1.988 -1.153 -0.533
H 0.180 -3.013 -1.086
```

Output
HOMO (eV): -8.52
Multiplicity: 1
SMILES: NCNCCO

***

Stability order, top to bottom: c, b, a

***

## a
The following is a DFT calculation (ωB97M-V with the def2-TZVPD basis set) of 2 unconnected molecules or ions with the total composition C3H10N2O.

```
16
Properties=species:S:1:pos:R:3
C 1.892 1.615 0.651
C 1.752 1.094 -0.828
O 0.831 1.420 -1.628
H 2.194 2.705 0.445
H 0.995 1.499 1.226
H 2.779 1.335 1.227
H 2.735 0.841 -1.281
N -1.894 -2.065 -0.679
C -1.861 -0.737 0.014
N -0.511 -0.247 0.615
H -2.846 -2.452 -0.657
H -1.251 -2.860 -0.268
H -2.553 -0.814 0.826
H -2.227 -0.065 -0.715
H 0.155 -0.176 -0.119
H -0.189 -1.094 1.170
```

Output
HOMO (eV): -9.12
Multiplicity: 1
SMILES: CC=O.NCN

***

## b
The following is a DFT calculation (ωB97M-V with the def2-TZVPD basis set) of 2 unconnected molecules or ions with the total composition C3H10N2O.

```
16
Properties=species:S:1:pos:R:3
C 1.544 1.803 0.279
C 2.158 0.619 0.192
O 1.735 -0.284 -0.734
H 1.902 2.476 1.052
H 0.662 2.185 -0.214
H 3.014 0.445 0.831
H 2.412 -0.886 -1.003
N -1.373 -0.058 -1.116
C -1.928 -0.354 0.195
N -1.533 -1.610 0.839
H -1.622 -0.842 -1.696
H -0.359 0.042 -1.110
H -3.013 -0.325 0.058
H -1.714 0.473 0.879
H -0.735 -1.481 1.442
H -1.151 -2.201 0.103
```

Output
HOMO (eV): -8.87
Multiplicity: 1
SMILES: C=CO.NCN

***

## c
The following is a DFT calculation (ωB97M-V with the def2-TZVPD basis set) of 2 unconnected molecules or ions with the total composition C3H10N2O.

```
16
Properties=species:S:1:pos:R:3
N -0.808 2.526 -0.744
C -0.259 2.137 -2.027
O 0.117 0.946 -2.121
H -0.754 3.515 -0.518
H -0.780 1.770 0.043
H -0.077 2.877 -2.796
C -0.341 -1.730 -0.249
N 0.374 -2.079 0.914
C 0.978 -1.005 1.589
H 0.376 -1.662 -1.091
H -0.643 -0.686 0.056
H -1.271 -2.339 -0.348
H -0.284 -2.412 1.616
H 0.332 -0.699 2.396
H 1.964 -1.151 2.163
H 1.076 -0.008 1.117
```

Output
HOMO (eV): -8.38
Multiplicity: 1
SMILES: NC=O.CNC

***

Stability order, top to bottom: b, c, a

***

## a
The following is a DFT calculation (ωB97M-V with the def2-TZVPD basis set) of a gas-phase ion, C5H13N2 (charge +1).

```
20
Properties=species:S:1:pos:R:3
C 0.234 2.327 -0.145
C 0.078 0.866 -0.123
C -0.941 0.334 -0.950
N -2.194 0.908 -1.105
C 1.025 0.013 0.819
C 0.510 -1.447 1.183
N 0.757 -2.456 0.032
H 0.727 2.685 0.737
H -0.696 2.899 -0.299
H 0.895 2.651 -1.004
H -0.739 -0.370 -1.817
H -2.755 0.601 -1.916
H -2.539 1.379 -0.325
H 2.094 0.202 0.591
H 0.929 0.448 1.846
H -0.499 -1.247 1.163
H 0.913 -1.809 2.135
H 1.445 -2.037 -0.607
H -0.097 -2.568 -0.621
H 0.854 -3.377 0.408
```

Output
HOMO (eV): -10.65
Multiplicity: 1
SMILES: C/C(=C\N)CC[NH3+]
Charge: +1

***

## b
The following is a DFT calculation (ωB97M-V with the def2-TZVPD basis set) of 2 unconnected molecules or ions with the total composition C5H13N2.

```
20
Properties=species:S:1:pos:R:3
C 1.097 0.274 1.978
C 0.851 1.100 0.757
C 1.310 0.938 -0.477
N 0.045 2.332 1.038
H 1.672 -0.623 1.659
H 1.655 0.829 2.744
H 0.136 -0.062 2.419
H 1.235 1.753 -1.202
H 1.531 -0.003 -0.919
H 0.613 3.046 1.482
H -0.795 2.107 1.587
H -0.384 2.753 0.203
C -1.258 -2.722 -0.796
C -1.199 -0.571 -1.619
N -0.485 -1.568 -1.232
H -0.653 -3.636 -0.852
H -2.154 -2.885 -1.367
H -1.536 -2.540 0.241
H -0.752 0.341 -2.041
H -2.299 -0.547 -1.657
```

Output
HOMO (eV): -13.14
Multiplicity: 1
Charge: +1

***

## c
The following is a DFT calculation (ωB97M-V with the def2-TZVPD basis set) of a gas-phase ion, C5H13N2 (charge +1).

```
20
Properties=species:S:1:pos:R:3
C -2.170 -1.274 -1.317
C -1.221 -1.597 -0.194
C 0.167 -0.755 -0.618
C 1.046 -0.332 0.604
N 1.751 0.911 0.094
C 1.553 2.108 0.541
N 1.009 2.341 1.793
H -3.170 -1.875 -1.267
H -2.605 -0.298 -1.275
H -1.976 -1.580 -2.368
H -1.435 -1.058 0.801
H -1.118 -2.600 -0.164
H -0.053 -0.026 -1.490
H 0.731 -1.357 -1.193
H 0.271 -0.286 1.336
H 1.592 -1.192 0.948
H 1.892 0.940 -0.862
H 1.985 3.114 0.198
H 0.526 1.649 2.300
H 1.226 3.168 2.134
```

Output
HOMO (eV): -14.01
Multiplicity: 1
SMILES: CCCCNC=[NH2+]
Charge: +1

***

## d
The following is a DFT calculation (ωB97M-V with the def2-TZVPD basis set) of a gas-phase ion, C5H13N2 (charge +1).

```
20
Properties=species:S:1:pos:R:3
C -0.664 -0.060 0.254
C 0.819 -0.079 -0.118
C -1.441 -1.317 0.186
C -1.437 1.128 0.727
C 1.570 1.148 0.349
N 1.420 -1.286 -0.009
N 0.201 0.214 -1.519
H -1.268 -1.857 1.155
H -1.016 -1.993 -0.675
H -2.476 -1.355 0.059
H -2.084 1.372 -0.075
H -0.991 2.012 1.148
H -1.948 0.859 1.687
H 2.661 0.867 0.376
H 1.269 1.395 1.362
H 1.302 1.914 -0.308
H 1.054 -2.160 -0.396
H 2.468 -1.243 0.047
H 0.135 -0.641 -2.224
H 0.426 1.081 -2.026
```

Output
HOMO (eV): -14.13
Multiplicity: 1
Charge: +1

***

Stability order, top to bottom: d, b, c, a

***

## a
The following is a DFT calculation (ωB97M-V with the def2-TZVPD basis set) of a gas-phase ion, C5H13N2 (charge +1).

```
20
Properties=species:S:1:pos:R:3
C 0.673 2.558 0.717
C -0.030 1.425 0.485
N -1.319 1.225 1.177
C 0.390 0.407 -0.672
C 0.409 -1.020 -0.144
C 0.866 -1.838 -1.351
N -1.140 -1.363 0.150
H 0.470 3.188 1.657
H 1.530 2.577 0.168
H -1.624 0.194 0.733
H -1.064 1.229 2.117
H -1.917 2.067 1.044
H -0.346 0.397 -1.482
H 1.434 0.571 -1.060
H 1.075 -1.229 0.742
H 0.151 -1.811 -2.143
H 1.875 -1.537 -1.392
H 0.867 -2.929 -1.068
H -0.946 -2.015 0.956
H -1.352 -2.096 -0.633
```

Output
HOMO (eV): -14.41
Multiplicity: 1
SMILES: C=C([NH3+])C[C@H](C)N
Charge: +1

***

## b
The following is a DFT calculation (ωB97M-V with the def2-TZVPD basis set) of a gas-phase ion, C5H13N2 (charge +1).

```
20
Properties=species:S:1:pos:R:3
C -1.506 0.000 2.058
C -0.610 -0.427 0.909
N 0.673 -1.040 1.451
C -0.156 0.805 0.099
C 0.850 0.600 -0.998
C 0.486 0.014 -2.164
N 1.083 0.151 -3.374
H -2.514 0.214 1.690
H -1.144 0.948 2.466
H -1.716 -0.732 2.830
H -1.201 -1.124 0.314
H 1.351 -0.959 0.676
H 0.499 -2.023 1.645
H 0.967 -0.513 2.272
H 0.316 1.439 0.860
H -1.077 1.311 -0.194
H 1.889 0.772 -0.739
H -0.473 -0.496 -2.170
H 1.783 0.872 -3.440
H 0.499 0.191 -4.193
```

Output
HOMO (eV): -11.77
Multiplicity: 1
SMILES: C[C@H]([NH3+])C/C=C/N
Charge: +1

***

Stability order, top to bottom: b, a